# 1
This record from the OMol25 dataset describes a structure of composition C38H39F18MgO21Zr. The level of theory is ωB97M-V with the def2-TZVPD basis set.

XYZ file:
```
118
C38H39F18MgO21Zr, DFT ωB97M-V with the def2-TZVPD basis set
Zr 1.91 -1.00 -1.19
Mg -4.24 3.88 0.41
C -1.42 0.90 0.95
C -0.34 0.49 0.12
C -0.36 0.97 -1.36
O 0.59 0.51 -2.01
C -1.39 1.87 -1.78
C -2.33 2.29 -0.91
C -2.36 1.82 0.54
O -3.31 2.12 1.34
O -3.15 3.24 -1.30
O 0.59 -0.29 0.41
H -1.38 0.52 1.96
H -1.31 2.27 -2.78
C 5.14 1.80 -2.19
C 6.38 1.88 -1.59
C 6.58 1.25 -0.27
O 7.71 0.89 0.08
C 5.51 0.62 0.39
C 4.23 0.57 -0.17
C 4.04 1.09 -1.64
O 3.11 0.48 -2.24
O 3.24 -0.10 0.31
O 7.37 2.09 -2.31
H 5.02 2.06 -3.23
H 5.73 0.10 1.31
C -2.08 -2.51 -1.12
C -0.89 -2.95 -1.96
O 0.37 -2.52 -1.53
H -3.10 -2.70 -1.46
H -2.07 -1.41 -1.11
H -1.99 -2.90 -0.11
H -1.02 -2.60 -2.98
H -0.90 -4.05 -1.87
C 2.48 1.27 3.24
C 1.46 2.39 2.98
O 2.12 3.49 2.33
C 2.42 3.46 1.04
O 1.99 2.64 0.29
C 3.32 4.60 0.60
F 3.92 5.26 1.57
F 4.28 4.08 -0.16
F 2.63 5.45 -0.17
H 3.22 1.53 3.99
H 2.95 1.04 2.29
H 1.82 0.47 3.60
H 1.11 2.81 3.92
H 0.62 2.00 2.40
C -3.57 -0.22 -3.92
C -4.72 0.03 -2.98
O -5.60 -1.11 -2.90
C -6.47 -1.33 -3.89
O -6.86 -0.52 -4.67
C -7.12 -2.71 -3.85
F -8.28 -2.63 -3.19
F -7.37 -3.15 -5.07
F -6.36 -3.63 -3.24
H -3.00 0.70 -3.84
H -3.88 -0.28 -4.97
H -2.99 -1.11 -3.68
H -5.34 0.90 -3.22
H -4.38 0.09 -1.95
C 1.19 -5.62 0.09
C 0.68 -4.64 1.15
O 1.67 -4.25 2.07
C 2.35 -3.15 1.92
O 2.20 -2.42 0.97
C 3.49 -2.86 2.93
F 4.65 -2.74 2.32
F 3.27 -1.77 3.66
F 3.57 -3.89 3.79
H 1.54 -5.09 -0.79
H 0.36 -6.30 -0.12
H 1.95 -6.31 0.47
H -0.08 -5.23 1.67
H 0.14 -3.80 0.70
C 1.87 -4.11 -6.68
C 1.90 -3.30 -5.42
O 1.67 -1.90 -5.66
C 1.67 -1.06 -4.68
O 1.87 -1.33 -3.53
C 1.37 0.37 -5.19
F 1.30 0.41 -6.53
F 0.13 0.76 -4.81
F 2.25 1.23 -4.74
H 2.68 -4.83 -6.79
H 1.93 -3.63 -7.66
H 0.93 -4.66 -6.71
H 2.88 -3.34 -4.93
H 1.31 -3.70 -4.59
C -1.34 4.34 5.76
C -1.80 4.07 4.32
O -1.03 4.86 3.40
C -1.50 5.16 2.24
O -2.56 4.79 1.78
C -0.53 6.02 1.38
F -1.18 7.14 1.05
F 0.60 6.26 1.99
F -0.33 5.35 0.24
H -1.59 3.44 6.32
H -1.87 5.18 6.20
H -0.26 4.43 5.82
H -2.84 4.36 4.20
H -1.70 3.02 4.03
C -0.72 0.13 5.90
C -0.75 -1.23 5.18
O -2.03 -1.52 4.60
C -2.14 -1.86 3.32
O -1.19 -2.05 2.62
C -3.58 -2.20 2.90
F -3.96 -3.31 3.50
F -4.41 -1.18 3.11
F -3.61 -2.35 1.57
H -1.23 0.09 6.86
H -1.31 0.76 5.23
H 0.30 0.50 5.98
H -0.55 -2.03 5.89
H 0.07 -1.16 4.47
```

Calculated values
- LUMO level (eV) = -6.0
- charge = +1
- E_HOMO (eV) = -9.098
- 2S+1 = 1
- frontier orbital gap (eV) = 3.125
- max |F| (eV/A) = 5.99

Atom charges from the Mulliken analysis, given in e for atoms 1 to 5:
1 Zr 1.0900
2 Mg 1.0498
3 C -0.7863
4 C 1.5033
5 C 0.8785

=====

# 2
This record from the OMol25 dataset describes a structure of composition C38H39N4O4P2ReS. The level of theory is ωB97M-V with the def2-TZVPD basis set.

XYZ file:
```
89
C38H39N4O4P2ReS, DFT ωB97M-V with the def2-TZVPD basis set
Re 0.24 -0.25 -0.66
C 1.22 -3.10 -1.71
P -0.46 -2.44 -1.42
C -1.33 -2.55 -2.98
C -1.16 -1.62 -4.00
C -1.75 -1.84 -5.24
C -2.48 -3.00 -5.45
C -2.63 -3.94 -4.44
C -2.06 -3.72 -3.19
C -1.38 -3.21 -0.11
C -0.77 -4.05 0.82
C -1.53 -4.56 1.87
C -2.87 -4.22 1.99
C -3.47 -3.38 1.06
C -2.73 -2.87 0.00
C 1.84 -1.98 -2.50
C 2.67 -1.91 -3.57
C 2.80 -0.52 -3.94
C 2.04 0.21 -3.10
C 1.72 1.67 -2.94
P 0.13 1.67 -2.06
C -1.26 2.10 -3.10
C -1.18 3.31 -3.80
C -2.27 3.72 -4.55
C -3.42 2.94 -4.60
C -3.50 1.75 -3.89
C -2.42 1.32 -3.14
C 0.14 2.61 -0.56
C -0.98 2.35 0.26
C -1.09 2.99 1.49
C -0.11 3.90 1.87
C 0.99 4.16 1.06
C 1.14 3.50 -0.15
N 1.44 -0.68 -2.19
H 1.15 -4.02 -2.28
H 1.73 -3.30 -0.77
H -0.56 -0.73 -3.84
H -1.62 -1.12 -6.04
H -2.94 -3.18 -6.42
H -3.20 -4.85 -4.61
H -2.20 -4.45 -2.40
H 0.27 -4.33 0.72
H -1.07 -5.23 2.58
H -3.45 -4.62 2.80
H -4.53 -3.13 1.15
H -3.21 -2.25 -0.75
H 3.14 -2.75 -4.06
H 3.39 -0.13 -4.76
H 1.63 2.19 -3.89
H 2.46 2.19 -2.32
H -0.28 3.92 -3.76
H -2.22 4.65 -5.10
H -4.27 3.27 -5.19
H -4.40 1.15 -3.94
H -2.47 0.39 -2.59
H -1.80 1.74 -0.11
H -1.95 2.81 2.13
H -0.22 4.42 2.82
H 1.73 4.89 1.36
H 2.01 3.70 -0.77
C 2.78 4.35 4.95
C 3.16 2.90 5.25
S 2.25 1.80 4.21
O 0.83 1.92 4.51
O 2.67 1.93 2.83
C 2.82 0.19 4.76
C 1.81 -0.94 4.58
N 0.85 -0.79 3.45
C 1.20 -0.80 2.16
N 0.09 -0.62 1.39
C -0.99 -0.45 2.25
C -0.52 -0.54 3.50
N -1.34 -0.35 4.69
O -0.83 -0.52 5.78
O -2.47 0.01 4.47
C 2.58 -0.99 1.66
H 3.31 5.00 5.65
H 1.72 4.51 5.08
H 3.08 4.63 3.94
H 2.90 2.61 6.27
H 4.22 2.69 5.06
H 3.08 0.28 5.81
H 3.73 0.02 4.19
H 1.22 -1.07 5.48
H 2.35 -1.87 4.41
H -2.01 -0.31 1.93
H 3.08 -1.82 2.17
H 3.16 -0.08 1.82
H 2.59 -1.22 0.59
```

Calculated values
- ⟨S²⟩ = 3.788
- LUMO level (alpha / beta) (eV) = -9.8 / -10.5
- charge = +3
- ΔE to the lowest compared entry with this formula, charge and spin (kcal per mole) = 0.0
- E_HOMO (alpha / beta) (eV) = -16.538 / -16.529
- 2S+1 = 4
- frontier orbital gap (alpha / beta) (eV) = 6.722 / 5.996
- max |F| (eV/A) = 0.91

Atom charges from the Mulliken analysis, given in e for atoms 1 to 5:
1 Re 0.6344
2 C -1.1518
3 P 1.1847
4 C 1.0365
5 C -0.3850